ORCA calculation (the ωB97M-V functional and the def2-TZVPD basis) on a 2-piece molecular cluster, C21H17Br2O4 overall in a non-equilibrium geometry.

## Properties
- total charge = -1
- E_HOMO (eV) = -3.942
- orbital gap (eV) = 6.00

CARTESIAN COORDINATES (ANGSTROEM)
Br (3.8360, -0.2940, 1.9401)
Br (-0.3076, 2.9456, 4.1747)
O (2.1244, 1.1050, 4.0608)
O (-0.7168, 7.9314, 1.8460)
O (-0.5369, 4.0806, -0.9696)
O (3.0787, 0.5365, -5.5910)
C (-1.3883, 7.1093, 0.9796)
C (1.0523, 1.2582, -4.5947)
C (-2.7506, 7.2726, 0.6395)
C (1.0447, 2.1629, -2.3337)
C (0.3674, 1.8209, -3.5319)
C (2.4524, 2.2337, -2.3783)
C (-1.3071, 9.1654, 2.3141)
C (-0.6527, 6.0454, 0.4184)
C (0.8189, 2.0826, 0.2416)
C (0.1560, 2.5805, 1.3945)
C (2.4733, 1.1739, -4.5564)
C (-1.2171, 5.0617, -0.4619)
C (-2.6250, 5.2502, -0.7227)
C (2.4011, 0.9041, 1.6878)
C (1.9474, 1.2428, 0.4343)
C (1.7381, 1.4074, 2.9253)
C (0.2290, 2.2936, -1.1053)
C (3.1707, 1.7562, -3.4671)
C (4.5242, 0.4485, -5.6947)
C (0.5775, 2.2874, 2.6693)
C (-3.3462, 6.2937, -0.1605)
H (-4.4225, 6.3473, -0.3635)
H (0.5337, 0.8046, -5.4384)
H (4.2677, 1.7349, -3.4441)
H (3.0109, 2.6082, -1.5150)
H (4.9807, 1.4409, -5.7498)
H (-3.0774, 4.5601, -1.4391)
H (-0.6943, 3.2429, 1.2784)
H (4.6913, -0.0821, -6.6288)
H (-0.7075, 1.9347, -3.5868)
H (-0.4619, 9.6560, 2.8037)
H (-0.7579, 1.8231, -1.1920)
H (-3.3100, 8.1503, 0.9811)
H (-2.1131, 8.9668, 3.0384)
H (4.9673, -0.1170, -4.8690)
H (-1.6831, 9.7840, 1.4808)
H (0.4134, 6.0099, 0.6149)
H (2.4946, 0.8411, -0.4202)

ORCA calculation (the ωB97M-V functional and the def2-TZVPD basis) on C21H17BrN3O7Tc as an isolated structure.

## Properties
- total charge = +1
- E_HOMO (alpha / beta) (eV) = -12.230 / -11.564
- orbital gap (alpha / beta) (eV) = 8.95 / 5.57
- multiplicity = 4

CARTESIAN COORDINATES (ANGSTROEM)
Tc (0.5527, -0.2903, -0.4627)
Br (-0.8073, -3.6283, -1.3244)
O (0.1589, 0.6981, -4.3591)
O (2.4341, 0.1454, -0.1089)
O (-1.7180, -0.4957, -0.7608)
O (4.4624, -0.6309, 0.4308)
O (-3.0192, 4.8600, -2.9282)
O (-1.1966, 6.2493, -2.5784)
O (0.5865, -0.4021, -2.4474)
N (0.3198, -0.0328, 1.6801)
N (-0.0734, 1.6649, -0.9729)
N (1.5053, -2.2414, -0.5787)
C (2.8469, -2.1349, -0.4559)
C (-1.9355, 5.2961, -2.5952)
C (-2.7734, -1.3505, 1.2899)
C (3.2344, -4.2983, -1.3570)
C (-0.2202, 1.8087, -2.2989)
C (-0.4039, 2.6867, -0.1754)
C (1.0891, 0.9196, 2.2487)
C (0.9197, 1.3532, 3.5443)
C (3.7327, -3.1263, -0.8115)
C (-1.4088, -1.7633, 1.8597)
C (-2.6749, -0.2198, 0.2780)
C (0.2014, 0.6207, -3.1616)
C (1.0488, -3.3809, -1.1121)
C (-0.6229, -0.6254, 2.4401)
C (1.8656, -4.4226, -1.5143)
C (-0.8544, -0.2184, 3.7478)
C (-0.7566, 2.9411, -2.8837)
C (-0.0893, 0.7865, 4.3107)
C (-1.1216, 3.9521, -2.0289)
C (3.3471, -0.7868, 0.0164)
C (-0.9359, 3.8651, -0.6660)
H (-0.2587, 1.1027, 5.3312)
H (1.8832, 1.3220, 1.6337)
H (-3.6474, -0.0297, -0.1765)
H (-3.2222, -2.2309, 0.8250)
H (-0.8631, 2.9743, -3.9594)
H (-1.5707, -2.5100, 2.6372)
H (3.8970, -5.0965, -1.6615)
H (-0.8149, -2.2287, 1.0741)
H (-1.1774, 4.6808, 0.0007)
H (1.4230, -5.3063, -1.9486)
H (-0.2356, 2.5649, 0.8847)
H (-2.0698, -1.1682, -1.3538)
H (4.7888, -2.9483, -0.6679)
H (1.5745, 2.1144, 3.9432)
H (-3.4361, -1.0230, 2.0937)
H (-2.3373, 0.6987, 0.7597)
H (-1.6265, -0.7150, 4.3200)

ORCA calculation (the ωB97M-V functional and the def2-TZVPD basis) on one molecule with the formula C21H17ClN4 in a non-equilibrium geometry.

## Properties
- E_HOMO (eV) = -8.042
- orbital gap (eV) = 8.12
- SMILES = Clc1ccc2nc(-c3cccc(N4CCc5ccccc5C4)n3)[nH]c2c1

CARTESIAN COORDINATES (ANGSTROEM)
Cl (-5.2448, -4.7374, 4.9362)
N (-0.6772, -0.0003, 0.0405)
N (-2.4273, -1.5555, 1.7351)
N (-3.6998, 0.2374, 2.1164)
N (1.0971, -0.1512, -1.4657)
C (5.0371, 1.2005, -1.4264)
C (-1.9547, 1.9724, 0.3187)
C (4.8381, 2.0448, -3.7117)
C (1.6228, 0.1289, -2.8238)
C (-4.8754, -3.2817, 4.0508)
C (-2.6281, -0.1868, 1.4820)
C (5.5910, 1.8736, -2.5458)
C (-3.7285, -3.1928, 3.2185)
C (-5.7097, -2.1579, 4.1920)
C (3.3138, -0.2395, -0.3456)
C (-4.2125, -0.8861, 2.7888)
C (-3.4305, -2.0022, 2.5848)
C (-0.1138, 1.9927, -1.1666)
C (-5.3639, -0.9398, 3.5832)
C (-1.7400, 0.6113, 0.5878)
C (3.7811, 0.6079, -1.5246)
C (-1.1903, 2.6908, -0.5934)
C (0.0995, 0.6431, -0.8457)
C (3.5580, 1.4742, -3.7686)
C (1.9818, -0.9853, -0.6160)
C (2.9996, 0.7497, -2.7049)
H (0.9661, 0.7740, -3.3984)
H (2.9654, 1.5697, -4.6980)
H (-1.3633, 3.7356, -0.7467)
H (2.1718, -1.9488, -1.1256)
H (1.4442, -1.2475, 0.3263)
H (-3.0523, -4.0239, 3.1351)
H (-1.6766, -2.1099, 1.3369)
H (4.1131, -0.9599, -0.0887)
H (5.5885, 1.1093, -0.4908)
H (-2.7826, 2.4670, 0.8017)
H (0.5272, 2.4667, -1.9099)
H (1.7218, -0.8220, -3.3413)
H (3.1383, 0.3695, 0.5594)
H (-5.9348, -0.0522, 3.7419)
H (-6.5250, -2.1609, 4.8575)
H (6.5514, 2.3371, -2.4779)
H (5.2236, 2.5855, -4.5777)